No. 1
Computed, not measured: a molecular structure, C38H52BN13O2S4Ti, with ωB97M-V with the def2-TZVPD basis set.

XYZ file:
```
111
Properties=species:S:1:pos:R:3:lowdin_charge:R:1
H 2.96290 3.52571 3.63559 0.109
C 3.20822 1.34686 3.75658 -0.493
S 2.58963 -0.42586 -2.35835 0.639
S 0.22786 0.69441 2.54954 0.998
H 0.43501 -7.49959 -1.02992 0.078
H -6.87241 -0.29077 3.34713 0.094
H 1.45797 2.65106 4.04659 0.077
H 4.38235 4.40429 -6.31447 0.085
H 3.62541 2.10987 -6.46038 0.105
C 0.04387 0.12729 -2.40918 -0.481
N -2.15730 2.67552 -0.12588 0.047
N 0.10537 0.34093 -3.73435 0.176
H 2.11134 2.63590 2.34599 0.039
H -0.31900 -5.17443 -3.84430 0.093
C 3.78945 2.06412 -2.58872 -0.052
H -5.09566 -0.38446 0.85800 0.074
H 1.38152 -0.82209 0.71790 0.072
H 4.15638 2.36579 5.45784 0.097
H -2.07673 -6.90393 -1.02320 0.080
S 0.05617 -2.49026 -0.80853 0.989
C -2.27273 0.27526 -2.43289 -0.078
C 4.30046 3.15547 -3.29525 -0.021
C 3.13760 1.02605 -4.67922 -0.066
C 1.00423 2.82383 -0.63049 -0.098
C 3.07354 -1.15524 3.73630 -0.058
C 3.60393 1.42473 5.24524 -0.036
N 4.79610 4.26818 -5.39837 0.082
O 3.66525 -0.58639 -1.37270 -0.301
C 3.65036 2.12343 -5.37584 -0.035
C 3.07574 3.83048 0.11773 -0.238
H 3.87223 2.01561 -1.50700 0.090
C 3.97317 4.94810 0.15211 -0.186
H -3.20502 0.58994 -4.34642 0.108
C -1.05637 0.49280 -4.39383 -0.082
H -3.18935 0.24193 -1.85529 0.116
N -1.07655 1.74352 0.02292 -0.273
C -4.61853 1.22046 3.90438 -0.038
C -0.42749 -5.63887 0.81756 -0.077
C 4.18334 3.22078 -4.68841 -0.323
H -2.00623 -6.66015 -2.80057 0.093
H 2.76070 0.64573 1.29313 0.089
C -4.98402 0.46941 1.55951 -0.100
H -5.83590 -1.20626 4.48652 0.081
H 4.26261 0.57881 5.53234 0.081
C -0.32431 -4.78771 1.89599 -0.063
H 0.49172 -7.23933 -2.79966 0.095
H 5.16057 0.54175 3.11309 0.100
N 2.49478 0.05696 3.50175 0.017
N 1.09894 -1.60809 2.90025 0.031
C 2.21906 -2.17177 3.36435 -0.033
H 4.06927 -1.30433 4.13170 0.119
H 1.62255 -6.33486 -1.72090 0.100
N 1.19764 -0.03196 -1.70443 -0.240
H -4.17542 1.14730 1.21257 0.040
C 2.51935 1.56437 0.76536 -0.167
C 2.37670 2.60490 3.42406 -0.080
H -2.78326 2.66071 0.68538 0.070
H -2.61251 -5.34125 -1.73260 0.096
C 1.87640 3.91416 -0.59888 -0.005
H 2.70250 0.18388 -5.20984 0.107
B -0.13123 -2.24433 2.25935 -0.636
H -3.74786 1.84222 3.60155 0.093
N -1.47229 -1.86115 2.91128 0.037
C 4.48270 1.39013 2.88402 -0.054
H 4.83652 5.12608 -4.85863 0.087
H 0.07134 2.88137 -1.18466 0.102
H -0.36540 2.04874 0.72894 0.030
N 4.69964 5.85288 0.17986 0.142
H 2.69667 1.39365 5.88556 0.096
N -0.12508 -3.54712 1.43177 0.067
C -4.71917 -0.02769 2.99939 -0.532
S -2.37115 -0.83040 0.88969 0.940
C -1.86410 -6.15928 -1.81805 -0.042
N -1.14646 0.11286 -1.71875 -0.066
H 0.80929 -4.19611 -2.85845 0.079
H 5.05026 2.33066 3.05348 0.115
H -0.62029 -6.70092 0.88752 0.115
C -0.43545 -5.58549 -1.68838 -0.534
C 1.25902 -0.25606 2.99849 -0.821
H 4.79105 3.95120 -2.74420 0.107
H -6.01653 -1.77847 2.78785 0.097
C -2.28900 0.46731 -3.79085 -0.038
H 4.32448 2.57161 1.36211 0.086
C -0.09378 -3.64844 0.06811 -0.782
N -0.29790 -4.94028 -0.34230 0.009
H -4.48677 0.93948 4.96985 0.083
N -3.46519 -0.83328 3.15217 0.016
H -0.06925 -1.51879 1.37302 -0.047
H -5.92810 1.05557 1.51639 0.094
Ti 0.00000 0.00000 0.00000 0.516
H 2.41418 -3.23579 3.40330 0.129
C -0.21393 -4.62799 -2.88158 -0.097
H -5.53605 1.84415 3.82878 0.094
C 3.19202 1.01430 -3.28759 -0.260
C -2.46187 -1.18217 2.28878 -0.873
H 4.21081 1.33303 1.80769 0.039
H -0.61594 1.54392 -0.89436 0.019
H -1.26167 -2.45965 4.97049 0.127
H -0.43410 -5.05341 2.93970 0.124
H -0.95334 0.63919 -5.46334 0.118
C -1.84653 -1.98670 4.19226 -0.053
O 2.57437 -1.49448 -3.35940 -0.315
C -5.93099 -0.87704 3.43106 -0.041
C 1.32677 1.65231 0.05081 -0.282
H -0.97313 -3.81788 -2.89687 0.064
C -3.06842 -1.36169 4.34142 -0.073
H -1.84148 3.64405 -0.22860 0.084
C 0.58944 -6.73103 -1.81536 -0.042
H 1.61437 4.82455 -1.13480 0.122
C 3.39553 2.65136 0.80074 -0.099
H -3.61038 -1.27525 5.27364 0.115
```

Properties
HOMO-LUMO gap ... 6.6 eV

---

No. 2
Computed, not measured: 13 unconnected molecules or ions with the total composition C38H52BrCl36FN5O2S2, with ωB97M-V with the def2-TZVPD basis set.

XYZ file:
```
137
Properties=species:S:1:pos:R:3:lowdin_charge:R:1
Cl -10.57243 1.40673 -1.03468 0.545
C -4.10570 4.45897 -5.32938 -1.533
H 0.81605 -3.28771 -1.60421 0.097
H -5.30732 0.94046 2.72393 0.063
H -7.51138 -3.32641 7.40314 -0.023
Cl 11.98557 1.23104 1.74020 0.518
C -1.19627 -2.31368 -2.05348 -0.240
H -1.13375 -3.06829 -2.90709 0.121
Cl 8.26198 -4.62982 -1.83041 0.510
Cl 7.56656 1.25438 -0.98922 0.617
C -3.38743 1.57718 1.84837 -0.261
Cl -7.65871 -2.33188 9.52443 0.525
C -6.76515 2.96511 -2.23675 -0.144
Cl 7.17789 -8.24318 2.28858 0.520
H -3.00918 -3.53807 -1.70234 0.067
C -4.42217 1.57724 3.05460 -0.011
H 0.67506 -0.83395 5.65313 0.078
H -2.19390 -0.23667 3.44587 0.071
C -6.65796 0.40535 -1.57201 -0.135
S 2.92938 -1.85575 0.60575 0.702
C -4.76901 5.45648 -0.33156 -0.450
H -2.31713 1.38213 2.13389 0.113
Cl 2.65984 8.28312 -1.02312 0.519
Cl -8.44104 -5.01840 8.73843 0.526
H 10.42869 -3.72280 -1.79041 -0.012
C 4.68500 0.53204 -1.21541 -0.199
C 16.92810 -1.44112 -2.01463 -1.542
C -10.22955 0.02484 0.01231 -1.507
Cl 5.62735 -7.02842 0.14944 0.496
Cl 15.33144 -2.14280 -1.72082 0.497
H -2.66991 -2.64720 1.77593 0.053
Cl 14.12196 0.99768 -0.21816 0.516
H -4.53660 3.04314 -1.80608 0.122
H -7.30389 3.57345 -3.03485 0.096
H -3.63827 4.78043 -4.40137 0.011
C 4.26687 2.64418 -0.74919 -0.088
C 0.17697 -2.42716 -1.25985 -0.450
C -4.69142 -1.06859 -1.47280 -0.098
S 1.01374 -0.77708 -1.51619 0.875
H -5.30055 4.60346 -2.57997 0.095
N -5.34084 0.03889 -0.93756 -0.067
H -11.17287 -0.36686 0.38344 0.020
C -2.16466 -1.36385 3.53686 -0.198
F -3.39656 2.89085 1.24227 -0.084
Cl 6.14274 0.33351 1.87993 0.522
C -0.13981 4.47442 -0.24780 -1.492
H -3.14284 -1.47024 -3.57082 0.090
Br -5.76459 -3.75346 -2.05791 0.739
Cl 10.09416 1.78938 -2.33073 0.525
N 3.35625 0.47903 -0.68879 -0.163
C -4.07943 -2.02379 -3.88507 -0.230
H -7.43608 2.98325 -1.32678 0.107
H -0.85340 -0.89868 0.50499 0.072
H -6.23912 6.48533 1.07177 0.083
H -0.56631 -2.75973 4.23062 0.102
H -6.10232 -1.53060 -3.20049 0.091
Cl 8.95511 0.93815 2.37166 0.532
Cl -5.81648 4.90832 -5.27583 0.553
H -6.51928 -4.17221 2.32848 0.022
H -1.57799 -2.05238 5.59532 0.106
C 10.02548 -4.73136 -1.74564 -1.546
H -3.37073 -4.20279 -3.66692 0.051
Cl -9.41419 -1.25583 -0.89749 0.558
H 4.45694 3.74271 -0.65588 0.073
C 13.29372 0.20695 1.12797 -1.505
Cl 2.64537 8.06030 -3.92163 0.527
Cl 10.66259 -5.64623 -3.11660 0.534
N 5.28633 1.77207 -1.27079 -0.136
Cl -6.00767 -1.91489 1.91297 0.545
Cl 9.59603 -0.82210 -1.14679 0.493
C -3.37614 -1.46723 -0.79571 0.003
C -0.05242 -0.61724 4.81755 -0.110
H 7.95383 -7.33388 0.26654 -0.020
Cl -4.33218 -3.94413 3.15582 0.604
H 4.48571 7.96479 -2.46606 0.017
C -7.34009 -3.67330 8.41831 -1.561
O -5.52700 4.29982 -0.47087 -0.049
H -7.21349 1.29816 -3.59322 0.127
C 9.30425 0.91915 -1.00770 -1.536
Cl -5.65742 -4.20142 8.54845 0.513
H 2.10051 2.26120 0.00478 0.042
H -4.97827 7.59302 0.36342 0.098
H -7.27460 0.94742 -0.78414 0.093
N -4.99935 0.84069 0.04646 0.191
Cl 18.10437 -2.70706 -2.38781 0.524
C -5.15168 6.54373 0.76838 0.010
H -2.08258 -3.12961 -0.20765 0.113
H -4.78575 2.63758 3.18545 0.100
H -0.87460 -2.61963 2.10347 0.129
Cl 10.53210 -5.46626 -0.21809 0.523
H 7.58498 -0.61325 3.47473 0.019
H -0.58718 0.37524 4.92770 0.077
C -6.46153 1.46960 -2.75376 -0.139
C 7.43477 0.39108 3.08825 -1.503
H 5.13549 -0.44240 -1.54233 0.136
Cl -9.24830 0.52201 1.39741 0.531
H 0.55553 -0.54323 3.85692 0.075
H -4.48980 6.46194 1.68528 0.093
H -1.12136 4.92319 -0.38210 0.002
H -7.26467 -0.50269 -1.87125 0.051
C -3.82388 0.58254 0.68872 -0.062
H -0.00557 -2.58748 -0.14715 0.050
N -1.68155 -0.83241 1.10371 0.001
Cl -3.29224 5.26791 -6.67071 0.554
H -3.11576 -3.42775 -5.31249 0.096
Cl 3.53817 5.82174 -2.29639 0.498
C -1.79796 -1.95284 2.08607 -0.195
Cl -6.82484 -3.14523 4.41683 0.558
C -5.41634 3.75111 -1.81858 -0.167
H 9.73218 1.26255 -0.07081 -0.083
C 7.09306 -7.93482 0.54984 -1.551
Cl 17.45795 -0.49336 -0.61794 0.507
H -4.48852 -1.43672 -4.77363 0.124
Cl 0.75360 4.62951 -1.76429 0.516
C -2.48663 -2.69114 -1.18083 -0.136
Cl 7.15215 -9.45217 -0.35469 0.524
Cl 6.97301 1.44192 4.43390 0.529
Cl -0.36370 2.76717 0.17432 0.547
Cl 12.66838 -1.37144 0.63431 0.500
C -5.17425 -1.93671 -2.68571 -0.541
O -3.75548 5.70512 -0.99311 0.046
Cl 0.69138 5.33116 1.05510 0.543
C -2.89346 -0.59788 0.36940 -0.055
H -3.20697 -1.67641 3.87168 0.067
C 2.51241 -0.69753 -0.49524 -1.016
C 3.05927 1.84492 -0.40765 -0.058
Cl -3.92835 2.70177 -5.46286 0.518
H -4.79934 -3.87766 -4.84752 0.079
H -5.41071 1.49488 -3.16454 0.078
C 3.46864 7.58398 -2.43162 -1.524
H 16.85720 -0.77692 -2.87161 0.016
C -5.99198 -3.39867 2.88043 -1.488
C -1.07712 -1.82549 4.60964 -0.235
H -1.32713 -1.30709 -2.55170 0.087
C -3.81995 -3.49501 -4.41672 -0.163
H 14.01129 0.05411 1.92951 0.021
H -3.90339 1.15036 3.95721 0.080
```

Properties
HOMO-LUMO gap ... 6.2 eV
Net charge ... +1